Molecular formula: C21H30BN12OSn
Method: DFT, the ωB97M-V functional and the def2-TZVPD basis

Values from the calculation:
Net charge: +4
Multiplicity: 2
Max |F|: 0.5 eV Å⁻¹
Kohn-Sham gap (spin up / spin down): 6.22 / 4.65 eV
ΔE to the lowest compared entry with this formula, charge and spin: 0.00 kJ/mol
<S²>: 1.80

Cartesian coordinates (Å):
Sn (0.08, -0.10, -0.14)
C (-1.21, -1.15, -4.23)
C (-1.45, -0.67, -2.94)
N (-0.29, -0.49, -2.30)
N (0.71, -0.85, -3.14)
C (0.16, -1.25, -4.31)
B (2.19, -0.78, -2.68)
N (2.51, 0.60, -2.06)
C (3.49, 1.50, -2.27)
C (3.25, 2.62, -1.50)
C (2.09, 2.32, -0.80)
N (1.65, 1.11, -1.14)
N (2.42, -1.83, -1.57)
C (3.30, -2.82, -1.35)
C (2.99, -3.44, -0.16)
C (1.89, -2.74, 0.32)
N (1.55, -1.77, -0.53)
N (3.08, -1.07, -3.94)
C (3.31, -2.21, -4.52)
C (3.98, -1.94, -5.78)
C (4.06, -0.52, -5.81)
N (3.49, 0.02, -4.78)
H (-1.93, -1.40, -4.99)
H (-2.39, -0.46, -2.46)
H (0.76, -1.58, -5.14)
H (4.37, 1.26, -2.85)
H (3.85, 3.51, -1.44)
H (1.57, 2.91, -0.07)
H (4.10, -3.03, -2.04)
H (3.51, -4.26, 0.31)
H (1.33, -2.90, 1.23)
H (3.04, -3.17, -4.09)
H (4.25, -2.65, -6.54)
H (4.48, 0.11, -6.59)
C (-3.71, 4.86, -2.56)
N (-3.03, 4.79, -1.26)
C (-3.20, 5.88, -0.30)
C (-2.29, 3.74, -0.95)
N (-1.63, 2.83, -0.67)
H (-3.07, 5.44, -3.24)
H (-4.65, 5.39, -2.43)
H (-3.86, 3.86, -2.96)
H (-3.22, 6.82, -0.85)
H (-2.40, 5.86, 0.44)
H (-4.17, 5.74, 0.19)
C (-1.79, 1.26, 4.38)
N (-1.78, -0.13, 4.85)
C (-2.24, -0.40, 6.23)
C (-1.64, -1.67, 6.76)
C (-1.89, -2.78, 5.76)
N (-1.44, -2.41, 4.44)
C (-1.11, -3.47, 3.53)
C (-1.36, -1.04, 3.97)
O (-0.96, -0.80, 2.84)
H (-2.45, 1.34, 3.52)
H (-0.78, 1.55, 4.08)
H (-2.14, 1.89, 5.19)
H (-3.34, -0.44, 6.22)
H (-1.96, 0.46, 6.84)
H (-2.11, -1.93, 7.71)
H (-0.57, -1.56, 6.94)
H (-2.97, -3.01, 5.68)
H (-1.41, -3.72, 6.02)
H (-1.88, -4.24, 3.59)
H (-0.17, -3.92, 3.87)
H (-1.00, -3.08, 2.52)

Results of the Mulliken charge analysis, in e, for atoms 1 through 4:
1 Sn 0.775
2 C -1.099
3 C -0.324
4 N -0.496

---

Molecular formula: C23H29N3O2
Method: DFT, the ωB97M-V functional and the def2-TZVPD basis

Values from the calculation:
Max |F|: 0.7 eV Å⁻¹
Kohn-Sham gap: 8.80 eV
ΔE to the lowest compared entry with this formula, charge and spin: 69.44 kJ/mol
Structure (SMILES): CC(=O)NCCC(=O)NCC1(N(C)Cc2ccccc2)Cc2ccccc2C1

Cartesian coordinates (Å):
C (-5.25, -2.05, -2.02)
C (-4.17, -1.53, -1.10)
O (-3.04, -1.27, -1.48)
N (-4.56, -1.39, 0.18)
H (-5.48, -1.70, 0.45)
C (-3.68, -0.89, 1.22)
H (-4.31, -0.49, 2.02)
H (-3.10, -0.07, 0.80)
C (-2.74, -1.98, 1.77)
C (-1.26, -1.60, 1.65)
O (-0.51, -1.62, 2.61)
N (-0.88, -1.30, 0.40)
H (-1.57, -1.27, -0.34)
C (0.49, -1.00, 0.07)
H (1.10, -1.35, 0.91)
H (0.78, -1.55, -0.83)
C (0.75, 0.51, -0.18)
N (2.18, 0.62, -0.49)
C (2.61, 1.72, -1.33)
H (2.26, 1.58, -2.35)
H (3.69, 1.73, -1.35)
H (2.27, 2.71, -0.97)
C (3.06, 0.51, 0.67)
C (4.39, -0.07, 0.28)
C (5.57, 0.41, 0.82)
C (6.79, -0.15, 0.47)
C (6.83, -1.19, -0.44)
C (5.66, -1.68, -0.99)
C (4.44, -1.12, -0.63)
H (3.52, -1.49, -1.05)
H (5.69, -2.49, -1.69)
H (7.78, -1.62, -0.72)
H (7.70, 0.24, 0.90)
H (5.54, 1.23, 1.52)
H (2.60, -0.14, 1.41)
H (3.22, 1.49, 1.15)
C (-0.18, 0.96, -1.33)
C (-1.37, 1.55, -0.63)
C (-2.60, 1.88, -1.16)
C (-3.56, 2.44, -0.33)
C (-3.29, 2.67, 1.01)
C (-2.05, 2.34, 1.54)
C (-1.10, 1.77, 0.71)
C (0.29, 1.35, 1.05)
H (0.34, 0.77, 1.97)
H (0.93, 2.22, 1.17)
H (-1.84, 2.51, 2.59)
H (-4.04, 3.11, 1.64)
H (-4.53, 2.70, -0.73)
H (-2.82, 1.69, -2.21)
H (-0.45, 0.14, -1.99)
H (0.27, 1.74, -1.94)
H (-2.89, -2.90, 1.22)
H (-2.94, -2.17, 2.83)
H (-4.86, -2.11, -3.03)
H (-6.10, -1.37, -2.01)
H (-5.58, -3.03, -1.70)

Results of the Mulliken charge analysis, in e, for atoms 1 through 4:
1 C -1.395
2 C 0.618
3 O -0.707
4 N -0.156

---

Molecular formula: C11H20N4O
Method: DFT, the ωB97M-V functional and the def2-TZVPD basis

Values from the calculation:
Max |F|: 0.8 eV Å⁻¹
Kohn-Sham gap: 10.62 eV
ΔE to the lowest compared entry with this formula, charge and spin: 0.00 kJ/mol
Structure (SMILES): CCCC[C@@H](CC)CNC(=O)c1ncn[nH]1

Cartesian coordinates (Å):
C (-6.04, -0.25, 0.47)
C (-5.27, -0.92, -0.67)
C (-3.93, -0.24, -0.96)
C (-2.93, -0.39, 0.18)
H (-3.26, 0.18, 1.04)
H (-2.89, -1.44, 0.47)
C (-1.50, 0.04, -0.20)
C (-1.40, 1.52, -0.62)
C (-1.82, 2.53, 0.44)
H (-1.71, 3.54, 0.05)
H (-2.86, 2.39, 0.72)
H (-1.21, 2.44, 1.33)
H (-2.02, 1.66, -1.51)
H (-0.37, 1.72, -0.92)
H (-1.18, -0.56, -1.05)
C (-0.57, -0.28, 0.98)
N (0.81, 0.06, 0.71)
C (1.73, -0.84, 0.34)
O (1.55, -2.05, 0.25)
C (3.04, -0.22, 0.04)
N (3.34, 1.06, 0.07)
C (4.64, 1.09, -0.28)
N (5.15, -0.10, -0.52)
N (4.13, -0.93, -0.31)
H (4.22, -1.93, -0.42)
H (5.20, 2.00, -0.36)
H (1.09, 1.03, 0.71)
H (-0.59, -1.36, 1.17)
H (-0.89, 0.24, 1.88)
H (-3.51, -0.68, -1.87)
H (-4.11, 0.82, -1.17)
H (-5.10, -1.97, -0.43)
H (-5.88, -0.88, -1.57)
H (-5.50, -0.35, 1.41)
H (-6.18, 0.81, 0.27)
H (-7.01, -0.71, 0.59)

Results of the Mulliken charge analysis, in e, for atoms 1 through 4:
1 C -1.158
2 C -0.544
3 C -0.553
4 C -1.010

---

Molecular formula: C2H10N3
Method: DFT, the ωB97M-V functional and the def2-TZVPD basis

Values from the calculation:
Net charge: +1
Max |F|: 5.0 eV Å⁻¹
Kohn-Sham gap: 9.73 eV
ΔE to the lowest compared entry with this formula, charge and spin: 210.74 kJ/mol

Cartesian coordinates (Å):
C (1.86, 1.34, -0.06)
N (1.19, 0.47, 0.90)
H (2.47, 2.14, 0.44)
H (1.09, 1.92, -0.74)
H (2.57, 0.77, -0.71)
H (1.92, 0.01, 1.48)
H (0.45, 0.96, 1.43)
H (0.55, -0.70, -0.17)
N (-2.54, -1.48, 0.31)
C (-1.66, -0.87, -0.60)
N (-0.34, -0.81, -0.78)
H (-3.32, -0.88, 0.41)
H (-2.14, -2.08, 1.10)
H (-2.14, -0.11, -1.23)
H (0.03, -0.69, -1.78)

Results of the Mulliken charge analysis, in e, for atoms 1 through 4:
1 C -0.813
2 N -0.596
3 H 0.325
4 H 0.280

---

Molecular formula: C6H17PSi
Method: DFT, the ωB97M-V functional and the def2-TZVPD basis

Values from the calculation:
Max |F|: 3.6 eV Å⁻¹
Kohn-Sham gap (spin up / spin down): 7.68 / 7.38 eV
ΔE to the lowest compared entry with this formula, charge and spin: 338.34 kJ/mol

Cartesian coordinates (Å):
C (-2.20, 2.28, -1.55)
C (1.85, -0.05, -1.81)
C (1.82, -0.86, 2.68)
C (-2.61, 1.10, -0.80)
C (0.58, -0.85, -1.38)
C (1.24, 0.27, 1.76)
Si (-0.12, -0.39, 0.44)
P (-0.77, -2.37, 1.22)
H (-2.29, 2.21, -2.61)
H (-2.68, 3.21, -1.19)
H (-1.14, 2.41, -1.34)
H (2.10, -0.35, -2.91)
H (1.52, 0.92, -1.86)
H (2.63, -0.23, -1.07)
H (2.14, -1.75, 2.07)
H (2.61, -0.43, 3.31)
H (1.03, -1.22, 3.43)
H (-2.75, 0.14, -1.47)
H (-3.27, 1.18, 0.06)
H (1.07, -1.79, -1.33)
H (-0.25, -0.74, -2.12)
H (2.06, 0.82, 1.24)
H (0.83, 0.98, 2.41)
H (-1.37, -1.89, 2.36)
H (-2.02, -2.59, 0.46)

Results of the Mulliken charge analysis, in e, for atoms 1 through 4:
1 C -0.624
2 C -1.260
3 C -1.212
4 C -0.717

---

Molecular formula: C2
Method: DFT, the ωB97M-V functional and the def2-TZVPD basis

Values from the calculation:
Max |F|: 3.4 eV Å⁻¹
Kohn-Sham gap: 6.65 eV
ΔE to the lowest compared entry with this formula, charge and spin: 8.69 kJ/mol

Cartesian coordinates (Å):
C (0.00, 0.00, 0.65)
C (0.00, 0.00, -0.65)

Atom-resolved charges from Mulliken, all expressed in e:
1 C 0.000
2 C 0.000

---

Molecular formula: C31H35MoNO2Si
Method: DFT, the ωB97M-V functional and the def2-TZVPD basis

Values from the calculation:
Net charge: +2
Max |F|: 5.3 eV Å⁻¹
Kohn-Sham gap (spin up / spin down): 5.14 / 5.05 eV

Cartesian coordinates (Å):
Mo (0.01, -0.76, 0.54)
C (-2.29, -1.43, -3.03)
Si (-2.64, -0.35, -1.50)
C (-4.47, 0.03, -1.12)
C (-1.87, 1.39, -1.59)
N (-1.78, -1.16, -0.11)
C (-2.43, -2.22, 0.49)
C (-3.57, -2.90, 0.05)
C (-4.12, -3.92, 0.81)
C (-3.55, -4.29, 2.02)
C (-2.39, -3.68, 2.46)
C (-1.85, -2.67, 1.69)
O (-0.66, -1.99, 1.96)
C (-0.01, -2.32, 3.18)
C (-0.21, -1.51, 4.29)
C (0.47, -1.82, 5.46)
C (1.31, -2.92, 5.51)
C (1.49, -3.72, 4.39)
C (0.83, -3.43, 3.22)
H (-2.09, -0.80, -3.89)
H (-3.16, -2.04, -3.29)
H (-1.45, -2.11, -2.90)
H (-4.85, 0.59, -1.97)
H (-4.57, 0.67, -0.25)
H (-5.13, -0.82, -0.97)
H (-2.63, 2.09, -1.92)
H (-1.06, 1.47, -2.32)
H (-1.51, 1.74, -0.62)
H (-4.03, -2.65, -0.90)
H (-5.01, -4.41, 0.46)
H (-4.01, -5.06, 2.62)
H (-1.91, -3.99, 3.38)
H (-0.87, -0.66, 4.24)
H (0.34, -1.20, 6.33)
H (1.82, -3.16, 6.43)
H (2.16, -4.57, 4.43)
H (0.92, -4.06, 2.34)
C (3.48, 0.78, 3.13)
C (3.30, -0.31, 2.30)
C (2.04, -0.50, 1.76)
C (0.98, 0.34, 2.05)
C (1.17, 1.43, 2.87)
C (2.43, 1.65, 3.42)
H (4.47, 0.96, 3.55)
H (4.10, -1.00, 2.08)
H (1.83, -1.34, 1.01)
H (0.36, 2.12, 3.09)
H (2.60, 2.50, 4.06)
C (2.05, 4.21, -5.78)
C (1.86, 3.48, -4.51)
C (1.69, 2.09, -4.47)
C (1.52, 1.41, -3.29)
C (1.43, -0.08, -3.26)
C (1.49, 2.15, -2.06)
C (1.15, 1.57, -0.82)
O (0.65, 0.42, -0.55)
C (1.73, 3.56, -2.08)
C (1.76, 4.37, -0.83)
C (1.89, 4.18, -3.30)
H (2.12, 3.54, -6.63)
H (2.94, 4.83, -5.73)
H (1.21, 4.90, -5.94)
H (1.71, 1.54, -5.40)
H (1.54, -0.49, -4.26)
H (0.48, -0.41, -2.84)
H (2.24, -0.48, -2.64)
H (1.23, 2.21, 0.06)
H (0.79, 4.37, -0.33)
H (1.99, 5.40, -1.07)
H (2.51, 4.00, -0.14)
H (2.05, 5.25, -3.33)

Results of the Mulliken charge analysis, in e, for atoms 1 through 4:
1 Mo 1.336
2 C -1.216
3 Si -0.017
4 C -1.160

---

Molecular formula: C2H7N5
Method: DFT, the ωB97M-V functional and the def2-TZVPD basis

Values from the calculation:
Max |F|: 4.9 eV Å⁻¹
Kohn-Sham gap (spin up / spin down): 8.55 / 8.55 eV
ΔE to the lowest compared entry with this formula, charge and spin: 595.62 kJ/mol

Cartesian coordinates (Å):
C (1.96, -0.70, 0.39)
C (0.36, -0.45, 0.48)
N (-2.11, 0.15, -0.88)
N (-1.35, 0.46, -1.73)
N (-2.11, 0.18, 0.34)
N (-0.24, 1.26, -1.07)
N (0.00, 0.90, 0.19)
H (2.24, -0.38, -0.55)
H (2.58, -0.20, 1.23)
H (2.03, -1.90, 0.45)
H (-0.04, -1.25, -0.01)
H (0.15, -0.55, 1.57)
H (-3.01, 0.20, 0.69)
H (-0.46, 2.27, -1.09)

Results of the Mulliken charge analysis, in e, for atoms 1 through 4:
1 C -0.938
2 C -0.254
3 N 0.286
4 N -0.357